The following is a quantum chemistry calculation of a molecular structure, C11H10N5ORhS at a distorted geometry, from the Open Molecules 2025 dataset.

Cartesian coordinates (Å):
1 Rh -0.555 0.229 0.063
2 O -0.778 1.886 -0.878
3 N 0.241 2.437 -1.579
4 C 0.011 3.604 -2.216
5 C 1.036 4.167 -2.927
6 C 2.276 3.523 -2.969
7 C 2.474 2.332 -2.305
8 C 1.415 1.781 -1.590
9 S 1.479 0.283 -0.690
10 H -0.987 4.001 -2.107
11 H 0.874 5.101 -3.444
12 H 3.088 3.966 -3.530
13 H 3.425 1.818 -2.325
14 N -0.878 -1.892 3.551
15 C -0.299 -0.796 4.146
16 C -0.022 0.089 3.150
17 N -0.433 -0.469 1.967
18 C -0.944 -1.667 2.237
19 C -1.359 -2.384 1.060
20 N -1.149 -1.708 -0.066
21 C -1.525 -2.509 -1.114
22 C -1.972 -3.687 -0.599
23 N -1.859 -3.588 0.768
24 H -1.189 -2.719 4.040
25 H -0.138 -0.748 5.209
26 H 0.432 1.062 3.204
27 H -1.452 -2.193 -2.139
28 H -2.352 -4.575 -1.072
29 H -2.111 -4.313 1.424

Output
Lowest unoccupied orbital energy in eV: -8.110
HOMO-LUMO gap in eV: 7.3
Total charge: +2
HOMO in eV: -15.38
ΔE to the lowest compared entry with this formula, charge and spin in eV: 0.0877
Spin multiplicity: 1
Maximum force in eV Å⁻¹: 1.30

Okay, here come the Mulliken numbers, in e, for every atom: Rh 0.86; O -0.82; N 0.49; C -0.19; C -0.71; C -0.11; C -0.79; C 0.97; S -0.18; H 0.45; H 0.43; H 0.43; H 0.40; N -0.11; C -0.38; C -0.53; N 0.03; C 0.30; C 0.29; N 0.03; C -0.52; C -0.38; N -0.11; H 0.21; H 0.41; H 0.44; H 0.44; H 0.41; H 0.21